ORCA calculation (wB97M-V/def2-TZVPD) on 7 unconnected molecules or ions with the total composition C28H77N7O7 at a distorted geometry.

Orbital gap = 8.974 eV
ΔE to the lowest compared entry with this formula, charge and spin = 4.9614 eV
Largest force on an atom = 4.6 eV Å⁻¹
DFT total energy = -2022.68910 Eh
2S+1 = 1

Each atom is followed by the atoms it is bonded to, with distances in Å.
Atoms and positions in Å:
1 C -0.917 -9.570 2.476  C2 1.546, H7 1.090, H8 1.090, H9 1.090
2 C -0.965 -8.190 1.781  C1 1.546, C3 1.538, N6 1.484, H10 1.090
3 C 0.434 -7.553 1.840  C2 1.538, O4 1.406, H11 1.090, H12 1.090
4 O 0.504 -6.386 1.060  C3 1.406, C5 1.454
5 C 0.503 -5.158 1.840  O4 1.454, H13 1.090, H14 1.090, H15 1.090
6 N -1.357 -8.383 0.363  C2 1.484, H16 1.010, H17 1.010
7 H -1.816 -10.177 2.578  C1 1.090
8 H -0.713 -9.311 3.515  C1 1.090
9 H -0.111 -10.146 2.022  C1 1.090
10 H -1.574 -7.607 2.473  C2 1.090
11 H 1.148 -8.218 1.353  C3 1.090
12 H 0.575 -7.577 2.920  C3 1.090
13 H -0.070 -5.238 2.763  C5 1.090
14 H 0.200 -4.355 1.168  C5 1.090
15 H 1.510 -5.092 2.253  C5 1.090
16 H -0.665 -9.081 0.129  N6 1.010
17 H -1.041 -7.589 -0.174  N6 1.010
18 C 3.664 -3.967 4.210  C19 1.540, H24 1.090, H25 1.090, H26 1.090
19 C 3.617 -2.480 4.609  C18 1.540, C20 1.547, N23 1.458, H27 1.090
20 C 3.636 -1.479 3.431  C19 1.547, O21 1.476, H28 1.090, H29 1.090
21 O 4.932 -1.760 2.782  C20 1.476, C22 1.380
22 C 5.033 -1.335 1.473  O21 1.380, H30 1.090, H31 1.090, H32 1.090
23 N 2.432 -2.156 5.395  C19 1.458, H33 1.010, H34 1.010
24 H 4.497 -4.122 3.525  C18 1.090
25 H 2.735 -4.350 3.786  C18 1.090
26 H 3.889 -4.535 5.112  C18 1.090
27 H 4.540 -2.366 5.177  C19 1.090
28 H 3.542 -0.432 3.718  C20 1.090
29 H 2.935 -1.712 2.629  C20 1.090
30 H 4.920 -0.252 1.509  C22 1.090
31 H 4.222 -1.756 0.879  C22 1.090
32 H 6.081 -1.541 1.257  C22 1.090
33 H 2.125 -3.023 5.812  N23 1.010
34 H 2.792 -1.519 6.091  N23 1.010
35 C 0.786 5.316 -3.398  C36 1.525, H41 1.090, H42 1.090, H43 1.090
36 C 1.343 6.714 -3.153  C35 1.525, C37 1.526, N40 1.433, H44 1.090
37 C 0.357 7.799 -2.729  C36 1.526, O38 1.443, H45 1.090, H46 1.090
38 O -0.276 8.123 -3.985  C37 1.443, C39 1.369
39 C -1.143 9.182 -3.965  O38 1.369, H47 1.090, H48 1.090, H49 1.090
40 N 2.239 6.487 -2.058  C36 1.433, H50 1.010, H51 1.010
41 H 0.338 4.861 -2.515  C35 1.090
42 H 1.483 4.572 -3.783  C35 1.090
43 H 0.054 5.364 -4.204  C35 1.090
44 H 1.884 7.004 -4.054  C36 1.090
45 H 0.911 8.684 -2.417  C37 1.090
46 H -0.250 7.513 -1.870  C37 1.090
47 H -0.622 10.079 -3.631  C39 1.090
48 H -2.167 9.093 -3.602  C39 1.090
49 H -1.339 9.545 -4.974  C39 1.090
50 H 3.165 6.861 -2.209  N40 1.010
51 H 1.884 6.889 -1.203  N40 1.010
52 C -6.810 0.774 3.121  C53 1.578, H58 1.090, H59 1.090, H60 1.090
53 C -5.830 0.185 2.033  C52 1.578, C54 1.539, N57 1.445, H61 1.090
54 C -5.425 1.110 0.873  C53 1.539, O55 1.393, H62 1.090, H63 1.090
55 O -4.455 0.523 0.064  C54 1.393, C56 1.445
56 C -4.246 1.202 -1.195  O55 1.445, H64 1.090, H65 1.090, H66 1.090
57 N -4.699 -0.265 2.812  C53 1.445, H67 1.010, H68 1.010
58 H -7.281 0.104 3.840  C52 1.090
59 H -7.617 1.324 2.637  C52 1.090
60 H -6.344 1.596 3.665  C52 1.090
61 H -6.225 -0.748 1.630  C53 1.090
62 H -4.988 1.954 1.405  C54 1.090
63 H -6.300 1.267 0.242  C54 1.090
64 H -4.170 2.255 -0.928  C56 1.090
65 H -5.039 1.023 -1.921  C56 1.090
66 H -3.283 0.856 -1.572  C56 1.090
67 H -4.170 0.521 3.162  N57 1.010
68 H -4.010 -0.829 2.337  N57 1.010
69 C -0.157 -1.544 2.288  C70 1.542, H75 1.090, H76 1.090, H77 1.090
70 C -0.955 -0.449 1.552  C69 1.542, C71 1.545, N74 1.429, H78 1.090
71 C 0.024 0.693 1.201  C70 1.545, O72 1.424, H79 1.090, H80 1.090
72 O -0.775 1.566 0.410  C71 1.424, C73 1.447
73 C -0.183 2.870 0.200  O72 1.447, H81 1.090, H82 1.090, H83 1.090
74 N -1.751 -1.008 0.505  C70 1.429, H84 1.010, H85 1.010
75 H -0.082 -1.287 3.344  C69 1.090
76 H 0.812 -1.719 1.821  C69 1.090
77 H -0.705 -2.486 2.296  C69 1.090
78 H -1.690 -0.128 2.290  C70 1.090
79 H 0.888 0.386 0.612  C71 1.090
80 H 0.512 1.079 2.097  C71 1.090
81 H -0.289 3.418 1.136  C73 1.090
82 H -0.689 3.307 -0.661  C73 1.090
83 H 0.878 2.661 0.064  C73 1.090
84 H -1.100 -1.357 -0.184  N74 1.010
85 H -2.241 -0.208 0.132  N74 1.010
86 C -5.361 -2.103 -2.986  C87 1.476, H92 1.090, H93 1.090, H94 1.090
87 C -4.090 -2.582 -2.408  C86 1.476, C88 1.643, N91 1.503, H95 1.090
88 C -2.826 -1.700 -2.976  C87 1.643, O89 1.366, H96 1.090, H97 1.090
89 O -1.658 -2.165 -2.442  C88 1.366, C90 1.517
90 C -0.355 -1.532 -2.893  O89 1.517, H98 1.090, H99 1.090, H100 1.090
91 N -4.242 -2.310 -0.937  C87 1.503, H101 1.010, H102 1.010
92 H -5.397 -2.213 -4.070  C86 1.090
93 H -5.553 -1.057 -2.748  C86 1.090
94 H -6.189 -2.634 -2.516  C86 1.090
95 H -3.961 -3.664 -2.411  C87 1.090
96 H -2.912 -0.615 -2.926  C88 1.090
97 H -2.707 -1.944 -4.032  C88 1.090
98 H -0.041 -1.646 -3.931  C90 1.090
99 H 0.516 -2.040 -2.479  C90 1.090
100 H -0.129 -0.501 -2.625  C90 1.090
101 H -4.430 -1.327 -0.804  N91 1.010
102 H -3.315 -2.437 -0.556  N91 1.010
103 C 3.133 2.331 -1.850  C104 1.540, H109 1.090, H110 1.090, H111 1.090
104 C 4.246 3.124 -1.140  C103 1.540, C105 1.506, N108 1.501, H112 1.090
105 C 5.195 3.827 -2.075  C104 1.506, O106 1.476, H113 1.090, H114 1.090
106 O 5.920 2.876 -2.941  C105 1.476, C107 1.397
107 C 6.807 3.571 -3.767  O106 1.397, H115 1.090, H116 1.090, H117 1.090
108 N 3.567 4.171 -0.305  C104 1.501, H118 1.010, H119 1.010
109 H 2.501 3.026 -2.401  C103 1.090
110 H 2.606 1.698 -1.136  C103 1.090
111 H 3.493 1.634 -2.606  C103 1.090
112 H 4.849 2.448 -0.533  C104 1.090
113 H 5.879 4.393 -1.443  C105 1.090
114 H 4.557 4.401 -2.747  C105 1.090
115 H 6.360 4.366 -4.364  C107 1.090
116 H 7.226 2.877 -4.495  C107 1.090
117 H 7.536 3.898 -3.026  C107 1.090
118 H 4.155 4.768 0.259  N108 1.010
119 H 3.127 4.748 -1.007  N108 1.010